Record 1
ORCA calculation (ωB97M-V/def2-TZVPD) on an isolated molecule of C23H33N3O6S.

- Spin multiplicity: 1
- Orbital gap: 9.382 eV
- Energy above the lowest of the compared OMol25 structures with the same formula, charge and spin: 3.2 kcal per mole
- HOMO energy: -8.865 eV
- SMILES: COc1ccc(S(=O)(=O)NCC(=O)N(Cc2ccco2)[C@H](C(=O)NC(C)(C)C)C(C)C)cc1
- Largest force on an atom: 0.954 eV/A

Geometry as XYZ:
```
66
Properties=species:S:1:pos:R:3:lowdin_charge:R:1
C 6.858 -2.335 -3.975 -0.08
O 6.803 -1.913 -2.631 -0.07
C 5.626 -1.993 -1.967 -0.27
C 4.429 -2.446 -2.518 -0.01
C 3.284 -2.482 -1.737 -0.06
C 3.330 -2.069 -0.422 -0.28
S 1.852 -2.166 0.571 0.68
O 0.719 -2.094 -0.314 -0.28
O 1.950 -3.274 1.470 -0.27
N 1.987 -0.754 1.485 -0.12
C 1.395 0.360 0.780 -0.14
C -0.130 0.291 0.930 -0.42
O -0.581 -0.244 1.935 0.04
N -0.888 0.853 -0.022 0.03
C -0.325 1.655 -1.101 -0.04
C 0.003 0.836 -2.309 -0.24
C -0.768 0.404 -3.347 -0.02
C 0.080 -0.366 -4.179 -0.04
C 1.302 -0.343 -3.587 -0.12
O 1.268 0.381 -2.457 0.03
C -2.353 0.757 -0.012 -0.16
C -2.906 1.816 0.968 -0.45
O -3.431 2.830 0.545 0.06
N -2.727 1.507 2.256 0.14
C -3.077 2.362 3.389 -0.58
C -4.580 2.651 3.360 -0.03
C -2.284 3.670 3.307 -0.03
C -2.707 1.593 4.656 -0.04
C -2.916 -0.654 0.227 -0.36
C -4.442 -0.578 0.224 -0.05
C -2.428 -1.615 -0.854 -0.04
C 4.513 -1.623 0.140 -0.05
C 5.656 -1.580 -0.629 0.02
H 6.593 -3.391 -4.075 0.10
H 7.893 -2.193 -4.283 0.10
H 6.206 -1.731 -4.613 0.10
H 4.378 -2.778 -3.543 0.11
H 2.344 -2.826 -2.139 0.12
H 1.511 -0.905 2.370 0.11
H 1.715 0.284 -0.256 0.10
H 1.762 1.294 1.220 0.14
H 0.575 2.165 -0.753 0.14
H -1.065 2.416 -1.362 0.14
H -1.805 0.615 -3.511 0.11
H -0.188 -0.862 -5.089 0.10
H 2.244 -0.775 -3.858 0.11
H -2.684 1.067 -1.008 0.15
H -2.154 0.693 2.457 0.11
H -4.856 3.285 4.199 0.08
H -4.839 3.156 2.435 0.08
H -5.143 1.723 3.423 0.08
H -2.526 4.312 4.149 0.08
H -2.532 4.190 2.385 0.08
H -1.215 3.464 3.318 0.08
H -3.268 0.662 4.712 0.09
H -2.937 2.188 5.536 0.09
H -1.645 1.359 4.662 0.08
H -2.581 -1.031 1.195 0.13
H -4.864 -1.563 0.404 0.08
H -4.803 -0.221 -0.739 0.09
H -4.804 0.099 0.994 0.07
H -1.348 -1.728 -0.817 0.05
H -2.713 -1.260 -1.843 0.08
H -2.873 -2.595 -0.700 0.09
H 4.518 -1.314 1.173 0.12
H 6.594 -1.236 -0.224 0.12
```

Record 2
ORCA calculation (ωB97M-V/def2-TZVPD) on the ion C23H33N4O4 with charge +1 in a non-equilibrium geometry.

- Spin multiplicity: 1
- Orbital gap: 7.097 eV
- Net charge: +1
- Energy above the lowest of the compared OMol25 structures with the same formula, charge and spin: 0.0 kcal per mole
- HOMO energy: -10.735 eV
- SMILES: CCC[NH+](CCC)CCCNc1ccc(C(=O)Nc2cccc(OC)c2)cc1[N+](=O)[O-]
- Largest force on an atom: 1.479 eV/A

Geometry as XYZ:
```
64
Properties=species:S:1:pos:R:3:lowdin_charge:R:1
C -0.352 -1.937 2.380 -0.08
C -0.915 -0.920 1.394 -0.21
C -2.378 -1.228 1.082 -0.13
N -3.045 -0.134 0.325 -0.11
C -4.190 -0.639 -0.480 -0.13
C -3.762 -1.427 -1.716 -0.22
C -4.968 -1.698 -2.609 -0.09
C -3.486 0.938 1.260 -0.11
C -3.688 2.317 0.629 -0.13
C -2.390 3.129 0.567 -0.18
N -1.456 2.418 -0.266 0.03
C -0.102 2.419 -0.181 -0.17
C 0.598 3.246 0.712 0.01
C 1.969 3.261 0.738 0.03
C 2.728 2.444 -0.115 -0.13
C 4.208 2.664 -0.135 -0.43
O 4.653 3.779 0.047 0.10
N 5.024 1.622 -0.431 0.15
C 4.790 0.241 -0.477 -0.25
C 5.531 -0.520 -1.380 -0.03
C 5.348 -1.887 -1.432 -0.06
C 4.444 -2.518 -0.594 -0.02
C 3.718 -1.766 0.324 -0.26
O 2.820 -2.283 1.210 -0.10
C 2.741 -3.688 1.325 -0.08
C 3.897 -0.384 0.381 0.05
C 2.071 1.609 -0.989 0.07
C 0.670 1.555 -1.004 -0.08
N 0.083 0.577 -1.824 -0.31
O -1.145 0.374 -1.719 -0.03
O 0.771 -0.086 -2.565 0.13
H -0.484 -2.947 2.001 0.08
H -0.848 -1.860 3.344 0.08
H 0.710 -1.760 2.518 0.07
H -0.807 0.081 1.815 0.11
H -0.332 -0.963 0.474 0.11
H -2.420 -2.138 0.483 0.13
H -2.939 -1.401 2.003 0.14
H -2.334 0.229 -0.350 0.12
H -4.778 0.220 -0.808 0.13
H -4.819 -1.253 0.169 0.15
H -3.016 -0.857 -2.270 0.10
H -3.315 -2.381 -1.434 0.11
H -4.663 -2.273 -3.478 0.08
H -5.412 -0.769 -2.956 0.08
H -5.726 -2.265 -2.074 0.08
H -2.741 1.026 2.053 0.13
H -4.419 0.596 1.713 0.14
H -4.108 2.230 -0.374 0.12
H -4.407 2.869 1.235 0.13
H -2.603 4.131 0.176 0.14
H -1.975 3.237 1.570 0.12
H -1.834 2.116 -1.156 0.13
H 0.051 3.918 1.353 0.11
H 2.496 3.933 1.399 0.13
H 5.983 1.904 -0.602 0.17
H 6.240 -0.037 -2.033 0.12
H 5.916 -2.476 -2.134 0.11
H 4.324 -3.586 -0.660 0.10
H 2.079 -3.883 2.168 0.09
H 2.320 -4.140 0.422 0.10
H 3.720 -4.127 1.531 0.10
H 3.348 0.178 1.120 0.13
H 2.606 0.971 -1.675 0.13
```

Record 3
ORCA calculation (ωB97M-V/def2-TZVPD) on a cluster of 2 separate species, C23H33N4Si in total in a non-equilibrium geometry.

- Spin multiplicity: 1
- Orbital gap: 5.985 eV
- Net charge: +1
- Energy above the lowest of the compared OMol25 structures with the same formula, charge and spin: 5.4 kcal per mole
- HOMO energy: -10.674 eV
- Largest force on an atom: 1.637 eV/A

Geometry as XYZ:
```
61
Properties=species:S:1:pos:R:3:lowdin_charge:R:1
C -5.628 -1.471 0.564 -0.06
N -5.077 -1.050 1.840 -0.25
C -5.717 -1.619 3.010 -0.07
C -3.771 -0.548 1.933 -0.21
C -3.528 0.845 1.807 0.02
C -2.273 1.356 2.060 0.01
C -1.157 0.504 2.294 -0.19
C 0.108 1.124 2.378 0.09
C 1.375 0.563 2.126 -0.18
C 2.534 1.342 2.426 0.01
C 3.797 0.827 2.275 0.01
C 3.984 -0.489 1.750 -0.20
N 5.253 -1.060 1.757 -0.22
C 5.873 -1.413 3.023 -0.05
C 5.828 -1.669 0.577 -0.06
C 2.849 -1.210 1.294 0.02
C 1.574 -0.716 1.513 0.01
C -1.405 -0.895 2.428 -0.01
C -2.675 -1.403 2.235 0.02
H -5.286 -0.785 -0.224 0.09
H -5.325 -2.498 0.300 0.09
H -6.724 -1.445 0.630 0.09
H -5.459 -1.005 3.884 0.09
H -6.806 -1.604 2.870 0.09
H -5.405 -2.656 3.195 0.08
H -4.366 1.496 1.566 0.13
H -2.098 2.432 2.067 0.13
H 0.099 2.188 2.631 0.08
H 2.386 2.357 2.800 0.12
H 4.679 1.412 2.532 0.13
H 5.536 -0.708 3.798 0.09
H 5.615 -2.440 3.340 0.10
H 6.968 -1.365 2.933 0.09
H 5.552 -1.072 -0.301 0.10
H 6.920 -1.664 0.686 0.09
H 5.495 -2.705 0.430 0.09
H 2.990 -2.196 0.841 0.13
H 0.706 -1.284 1.191 0.11
H -0.588 -1.556 2.712 0.12
H -2.861 -2.480 2.307 0.13
C 0.186 2.898 8.840 -0.17
Si -0.693 4.318 8.021 0.50
C -2.548 4.185 8.012 -0.17
C -0.064 5.986 8.527 -0.17
N -0.182 4.238 6.273 -0.10
C -0.429 3.121 5.496 -0.19
N 0.041 3.277 4.267 0.01
C 0.627 4.518 4.208 -0.15
C 0.493 5.134 5.436 -0.09
H -0.068 2.849 9.911 0.04
H -0.069 1.926 8.392 0.03
H 1.278 3.021 8.767 0.04
H -2.946 4.203 9.040 0.04
H -2.998 5.034 7.475 0.04
H -2.906 3.262 7.533 0.03
H -0.293 6.180 9.584 0.04
H 1.025 6.056 8.405 0.04
H -0.530 6.784 7.935 0.04
H -0.957 2.260 5.903 0.12
H 1.102 4.903 3.324 0.10
H 0.810 6.104 5.770 0.10
```

| no. | lowest unoccupied orbital energy (eV) |
| --- | --- |
| 1 | 0.52 |
| 2 | -3.64 |
| 3 | -4.69 |